Here is C25H30BrI2N6O7SeTi as an isolated structure at a distorted geometry from the Open Molecules 2025 dataset. Energies are from the ωB97M-V functional and the def2-TZVPD basis.

Calculated values
Spin multiplicity: 2
HOMO energy (alpha / beta) (eV): -6.87 / -8.15
Orbital gap (alpha / beta) (eV): 7.09 / 8.14

Geometry as XYZ:
```
73
Properties=species:S:1:pos:R:3:forces:R:3
Ti 0.424853 0.057161 -0.079790 -1.67 2.05 0.69
I 0.823530 4.262581 6.537871 -0.04 -0.12 -0.17
C 0.530837 2.997744 4.885500 0.05 0.24 0.34
C 0.293435 1.649262 5.096428 -0.05 -0.02 -0.03
C 0.120291 0.835235 3.995668 -0.06 -0.40 -0.49
I -0.353929 -1.203795 4.198825 0.01 0.26 0.18
C 0.202615 1.318864 2.673054 -0.18 0.21 0.36
O 0.061153 0.497470 1.654412 -0.43 0.60 2.73
C 0.398002 2.704363 2.502049 0.02 -0.25 -0.15
C 0.414779 3.263737 1.098997 -0.07 -0.12 0.26
N 1.114078 2.357546 0.187496 0.31 0.04 -0.49
C 2.552196 2.376978 0.436621 -0.02 -0.07 0.03
C 3.212470 1.139994 -0.095747 -0.38 -0.02 -0.01
C 4.589248 1.038363 -0.107709 0.35 -0.10 -0.08
C 5.189017 -0.111708 -0.589957 -0.29 0.23 0.06
C 4.363117 -1.092845 -1.116044 0.18 -0.16 -0.13
C 2.998865 -0.918752 -1.089547 -0.12 0.20 -0.05
N 2.402437 0.157926 -0.529572 2.30 0.02 -0.32
C 0.573299 3.523285 3.607168 -0.01 0.02 -0.10
H 0.231670 1.240939 6.094914 0.01 0.00 0.00
H 0.888300 4.252620 1.107101 -0.03 0.01 0.00
H -0.604599 3.401058 0.733830 0.02 -0.02 -0.08
H 0.920020 2.654265 -0.768119 -0.02 0.14 -0.01
H 2.723333 2.424519 1.516344 -0.04 0.01 0.00
H 3.026499 3.258567 -0.008593 0.03 0.00 0.05
H 5.182079 1.866917 0.257359 -0.02 -0.01 0.04
H 6.264323 -0.220859 -0.579126 0.01 -0.03 -0.02
H 4.776536 -1.993344 -1.548695 -0.06 0.00 -0.02
H 2.342326 -1.649545 -1.540788 -0.06 -0.04 0.10
H 0.741635 4.582496 3.455494 0.02 0.01 0.03
N -2.961142 -0.308377 -3.731788 0.16 0.10 -0.03
C -3.043412 -0.321428 -2.249219 -0.32 -0.05 0.15
C -3.723076 0.933009 -1.720581 0.20 -0.02 0.04
C -3.501718 1.013010 -0.206003 -0.10 -0.15 -0.01
N -2.077491 1.250872 0.058530 -0.12 0.32 -0.18
C -3.977260 -0.275236 0.481506 0.24 0.03 -0.11
C -3.398855 -1.551793 -0.143376 -0.18 0.10 -0.01
N -1.951512 -1.604397 0.070379 -0.14 -0.26 -0.01
C -3.691704 -1.562203 -1.651544 0.21 0.06 0.05
H -1.863654 0.278604 -4.007162 0.14 0.07 0.04
H -3.749179 0.159929 -4.166447 -0.10 -0.09 0.02
H -2.890795 -1.250058 -4.104402 -0.08 -0.02 -0.02
H -2.023593 -0.326063 -1.887806 0.08 0.02 -0.09
H -4.796827 0.906768 -1.935757 -0.01 -0.01 -0.01
H -3.297951 1.822939 -2.194590 -0.02 0.00 0.00
H -4.108315 1.841093 0.183268 -0.02 -0.02 -0.06
H -1.956372 1.562271 1.013277 0.03 -0.02 0.05
H -1.728601 1.963380 -0.580018 -0.04 0.13 0.10
H -5.067965 -0.320057 0.420402 -0.01 -0.01 0.05
H -3.706967 -0.236987 1.541128 -0.05 0.00 0.02
H -3.909249 -2.412528 0.309344 -0.02 0.03 -0.02
H -1.557486 -2.453993 -0.321786 0.06 -0.04 0.09
H -1.744378 -1.616976 1.063849 0.08 0.00 0.01
H -4.772912 -1.571940 -1.818633 -0.01 -0.03 -0.04
H -3.266531 -2.468523 -2.096503 -0.02 0.00 -0.01
Br 5.681153 -5.022543 2.833344 -0.04 0.04 0.00
C 4.447546 -3.600942 2.616498 0.12 -0.08 0.06
C 4.635079 -2.421381 3.322049 -0.13 0.01 -0.07
N 3.798393 -1.396267 3.208543 0.13 0.10 0.16
C 2.762709 -1.511738 2.387226 -0.06 -0.07 -0.22
C 2.509462 -2.649526 1.623356 0.21 0.11 0.14
C 3.374847 -3.728750 1.759044 -0.10 0.04 -0.06
C 1.377084 -2.749129 0.641563 -0.36 -0.11 -0.01
O 1.108735 -3.812750 0.117906 0.08 -0.02 -0.04
O 0.707093 -1.653188 0.409557 0.93 -2.90 0.61
H 5.471921 -2.299167 3.999291 0.02 -0.05 -0.03
H 2.095277 -0.661896 2.343396 -0.03 0.01 -0.09
H 3.192996 -4.633151 1.194567 0.01 0.01 -0.02
O -0.765679 0.779543 -4.210539 -0.12 -0.30 -0.11
Se 0.160065 1.123653 -2.871955 -0.67 0.67 -1.42
O -0.535210 2.358558 -2.097704 -0.22 0.41 0.35
O 0.018027 -0.213006 -1.893912 -0.36 -0.64 -1.80
O 1.668560 1.406471 -3.258857 0.91 -0.03 -0.19
```
Forces are in eV/Å.

Here is C25H30CdN3O9 as an isolated structure at a distorted geometry from the Open Molecules 2025 dataset. Energies are from the ωB97M-V functional and the def2-TZVPD basis.

Calculated values
Spin multiplicity: 1
HOMO energy (alpha / beta) (eV): -3.50 / -2.03
Orbital gap (alpha / beta) (eV): 5.23 / 2.46
Net charge: -1

Geometry as XYZ:
```
68
Properties=species:S:1:pos:R:3:forces:R:3
O 0.902592 0.163372 -4.567764 -0.47 0.87 -2.15
C 0.672239 1.362732 -5.401407 0.08 1.23 0.56
C 0.462215 0.658904 -6.721372 0.25 0.12 0.83
H 1.563314 1.988535 -5.318103 -0.27 0.28 -0.06
H -0.247290 1.902479 -5.143155 0.60 -0.11 0.21
C 0.626552 -0.569534 -5.793084 -0.31 -1.35 -1.28
H 1.239491 0.882317 -7.456914 -0.11 -0.48 0.07
H -0.536519 0.825170 -7.139470 0.29 -0.22 0.03
C 1.788715 -1.418259 -6.240804 -0.13 -0.34 -0.15
H 2.699584 -0.813908 -6.243016 0.04 -0.29 0.28
H 1.609617 -1.707643 -7.281429 -0.03 -0.08 0.08
H 1.859523 -2.340264 -5.651119 0.36 0.30 0.04
C -0.666958 -1.343573 -5.667248 -0.07 -0.31 -0.09
H -1.480628 -0.694597 -5.320831 0.26 -0.25 0.13
H -0.522733 -2.215424 -5.015717 -0.26 0.30 0.08
H -0.980334 -1.709890 -6.647471 0.14 -0.08 -0.05
Cd 1.432383 0.105027 0.713250 -1.06 -0.28 0.91
C -3.309910 -1.431932 2.449961 -0.77 -0.21 -1.60
C -2.983503 -0.039535 2.520865 0.15 0.23 -1.55
C -2.669694 0.413445 1.210100 -0.84 -0.55 0.24
H -3.040462 0.601465 3.383616 0.14 -0.07 -0.13
C -2.989352 -0.640109 0.304654 0.18 -0.07 0.55
C -3.365481 -1.793054 1.075805 0.12 0.55 0.73
H -3.656627 -2.766349 0.671957 0.18 0.33 0.17
H -3.511811 -2.114595 3.268005 -0.07 0.32 -0.07
H -2.269469 1.396532 0.961986 -0.30 -0.20 0.01
H -2.990881 -0.576343 -0.788320 -0.08 -0.11 0.54
C 1.230655 -2.324182 2.747421 1.41 -0.25 -0.76
C 0.218700 -2.855146 1.902536 0.40 -0.21 -1.00
C 0.641626 -2.753195 0.563242 -0.32 0.00 0.73
H -0.725219 -3.308609 2.215688 0.40 0.45 -0.12
C 1.942369 -2.127493 0.547644 0.01 0.37 -0.49
C 2.327180 -1.918265 1.939816 -0.61 -0.62 0.91
H 3.338675 -1.680549 2.290992 -0.59 0.17 -0.21
H 1.210447 -2.302108 3.839066 0.02 0.05 -0.54
H 0.094507 -3.126450 -0.307711 0.21 0.33 0.34
H 2.620939 -2.087300 -0.312725 -0.12 -0.39 0.41
O -0.092091 1.038246 -0.865282 0.61 0.51 0.14
C -0.622544 0.008430 -1.753678 0.08 -0.27 -0.03
C -1.566303 0.787266 -2.653878 0.15 0.42 0.34
H -1.086010 -0.781300 -1.156677 0.11 0.45 0.20
H 0.212623 -0.442919 -2.320459 -0.35 0.35 0.05
C -0.680636 2.007198 -2.879066 1.31 -0.36 -0.64
H -2.503518 1.080319 -2.149243 0.36 -0.33 -0.03
H -1.803177 0.255974 -3.575032 0.06 0.06 0.08
C -0.068593 2.351058 -1.553563 -0.68 -0.38 0.98
H -1.098381 2.817989 -3.469055 -0.09 0.22 0.27
H 0.233794 1.632749 -3.355199 -0.87 0.21 -0.23
H -0.678934 3.076281 -1.000452 0.26 -0.34 0.37
H 0.973728 2.714587 -1.638970 -0.53 -0.21 0.13
O 0.619680 1.338299 8.703930 1.31 0.73 -1.42
N 1.390787 1.827259 7.847516 -0.09 0.74 1.47
O 2.355073 2.556789 8.146510 -1.26 -1.13 -0.61
C 1.115216 1.550971 6.451246 0.19 0.09 -0.90
C -0.007673 0.774929 6.146469 -0.20 -0.72 -0.30
C -0.129968 0.246884 4.873032 -0.40 0.40 0.07
C 0.576410 0.785491 3.742659 -0.33 -0.38 -1.77
O 0.125139 0.650091 2.551707 1.08 -0.03 1.24
C 1.728806 1.591092 4.093404 0.50 -0.34 0.14
C 1.971747 1.961454 5.418322 0.01 0.14 0.81
N 2.742161 1.927695 3.133905 0.19 0.45 -0.32
O 3.530549 2.848582 3.393160 -0.60 -0.77 -0.08
O 2.902820 1.256350 2.049746 -0.35 0.74 0.83
N -1.254244 -0.666862 4.623733 -1.68 -0.38 0.16
O -2.353877 -0.290897 5.098378 1.96 -0.95 -0.01
O -1.116177 -1.708057 3.972624 0.11 2.12 1.68
H -0.787611 0.586860 6.882450 0.44 -0.24 -0.10
H 2.836784 2.575522 5.652841 -0.12 -0.23 -0.06
```
Forces are in eV/Å.

Here is C25H30ClN3O3 as an isolated structure at a distorted geometry from the Open Molecules 2025 dataset. Energies are from the ωB97M-V functional and the def2-TZVPD basis.

Calculated values
Spin multiplicity: 1
HOMO energy (eV): -7.71
Orbital gap (eV): 8.14

Geometry as XYZ:
```
62
Properties=species:S:1:pos:R:3:forces:R:3
O -0.879589 -0.048632 -1.815478 -0.46 1.70 -1.45
C -0.533359 -0.951410 -1.112284 -3.77 -2.11 1.42
N 0.754419 -1.219389 -0.888896 -5.96 -5.72 4.01
C 1.154855 -2.341767 0.021068 -2.47 1.06 1.21
H 0.319807 -3.023793 0.390705 0.64 1.60 -0.52
C 1.950270 -1.740328 1.146109 -4.31 4.45 -4.49
N 3.009409 -1.106290 0.593383 5.68 5.87 -6.38
C 2.555402 0.070718 -0.577490 2.38 -5.39 -0.62
C 1.624632 -0.567399 -1.601955 3.87 3.57 6.27
H 1.278344 0.118167 -2.167294 -2.91 4.66 -3.80
H 2.207341 -1.097420 -2.085747 5.31 -5.75 -5.24
H 3.311605 0.643872 -1.045506 1.47 0.02 0.01
H 2.020894 0.623703 -0.005004 -3.61 4.23 3.70
C 4.105994 -0.365172 1.391740 -2.24 -5.40 0.68
C 5.323709 -0.038738 0.503409 -5.16 10.72 11.89
C 5.805800 -0.881896 -0.215597 11.26 -0.35 -6.89
C 7.069110 -0.673251 -0.983734 -0.56 3.55 2.05
C 7.591488 0.630266 -0.630727 1.11 -0.46 -1.25
C 7.195504 1.627769 0.202209 -11.96 -4.23 7.93
C 5.915156 1.240164 1.064920 8.07 -7.75 -11.90
H 5.492848 1.847569 1.606752 -4.48 5.99 5.83
O 7.755218 2.734060 0.544427 4.90 1.13 -3.10
C 8.917420 2.593708 -0.485124 -3.56 -0.88 -1.68
O 8.699485 1.306842 -1.053178 3.69 -0.19 -2.72
H 9.886910 2.651185 -0.252508 3.57 -0.35 3.08
H 8.989629 3.334883 -1.272610 -1.80 0.59 -0.39
H 7.460813 -1.338452 -1.794850 -0.34 0.85 1.15
H 5.409559 -1.614407 -0.597094 -4.95 -7.96 -2.76
H 3.605254 0.353853 2.056618 0.71 0.62 -0.46
H 4.375605 -1.296190 2.124372 -0.02 2.33 -1.19
H 2.424414 -2.314693 1.700785 2.93 -6.16 6.05
H 1.376491 -0.978433 1.583568 -1.81 0.62 1.78
H 1.732507 -2.984620 -0.505924 2.20 -1.90 -1.81
C -1.804774 -1.835694 -0.393630 1.00 6.80 2.27
C -3.173541 -1.629206 -1.064411 -0.89 7.30 13.76
C -3.698914 0.030590 -0.856101 -1.92 -8.45 -10.90
N -3.814447 0.175218 0.345641 -1.45 2.02 17.01
C -2.520542 0.211074 1.375983 -1.26 -0.56 -7.21
C -1.942299 -1.168968 1.090589 -1.35 -2.78 2.58
H -1.076809 -1.081535 1.681903 2.16 -0.59 0.16
H -2.517687 -1.962851 1.769123 0.65 1.45 -1.51
H -2.746930 0.592040 2.388910 0.16 -0.54 -0.90
H -1.945248 0.849818 0.612471 0.11 0.21 2.20
C -4.603244 1.278152 0.730752 0.60 7.28 -0.16
C -6.115998 1.328154 0.288303 4.55 -6.19 4.69
C -6.544328 0.067968 0.760745 -3.53 0.94 -0.17
C -7.959022 -0.137340 0.524778 1.52 -0.31 0.34
C -8.572337 0.815713 -0.186855 -0.68 5.00 -2.95
C -8.010320 2.192794 -0.748474 -3.27 -6.74 2.97
C -6.823166 2.310036 -0.301856 6.58 4.42 -1.94
H -6.143516 3.177806 -0.731627 -1.36 -1.30 1.30
H -8.539026 2.906440 -1.249158 -1.66 1.28 -1.33
Cl -10.197999 0.834453 -0.689913 -1.82 -1.13 0.09
H -8.506631 -0.994714 0.899165 -0.01 0.03 -0.16
H -6.048332 -0.698736 1.432562 0.01 1.46 -1.33
H -4.432564 1.790610 1.971998 -0.64 -2.11 -3.80
H -4.135523 2.178565 0.041339 -0.72 -0.95 1.66
H -4.826917 -0.152359 -1.266460 2.48 1.05 0.05
H -3.093077 0.656304 -1.413593 1.24 1.56 -1.69
H -2.884255 -1.779901 -1.841926 4.35 -2.80 -17.20
H -3.761125 -2.369813 -0.726892 -2.80 -2.02 1.37
H -1.468379 -2.779091 -0.282458 0.54 -3.28 0.41
```
Forces are in eV/Å.

Here is a 2-piece molecular cluster, C25H30ClN3O6S overall at a distorted geometry from the Open Molecules 2025 dataset. Energies are from the ωB97M-V functional and the def2-TZVPD basis.

Calculated values
Spin multiplicity: 1
HOMO energy (eV): -5.77
Orbital gap (eV): 4.85

Geometry as XYZ:
```
66
Properties=species:S:1:pos:R:3:forces:R:3
C -3.287489 -4.839918 -4.069507 -0.05 0.46 0.45
O -3.590606 -4.151744 -2.831352 0.30 0.06 -0.34
C -2.808348 -3.126555 -2.401280 0.56 0.27 0.22
C -3.052493 -2.658286 -1.082559 -0.14 -0.43 -0.75
C -2.246727 -1.695429 -0.519723 0.57 0.30 0.02
C -1.116349 -1.186343 -1.207911 -0.41 -0.69 -0.33
C -0.180511 -0.296767 -0.552237 0.61 0.13 -0.78
C 1.136817 -0.173935 -0.957664 -0.05 -1.10 -0.20
C 1.897207 1.098987 -0.794424 0.14 0.03 0.99
N 1.908676 2.063524 -2.031411 0.18 0.49 -0.40
C 3.367507 2.397991 -2.410366 -0.66 -0.87 0.90
C 3.394948 3.354249 -3.570906 -0.98 0.88 -0.98
N 2.008726 3.731556 -3.985492 0.05 -0.37 0.44
C 1.272928 2.498417 -4.391428 0.47 1.34 -0.38
C 1.191342 1.499836 -3.259932 0.11 -0.49 1.06
C 1.304611 4.354912 -2.822105 0.54 0.15 -1.57
C 1.219555 3.400448 -1.662347 0.17 -1.29 0.67
C 1.894195 -1.432494 -1.361380 -1.42 -0.48 -0.07
C 3.253166 -1.271257 -1.993449 0.47 -0.39 -0.07
O 1.444384 -2.560623 -1.152941 0.81 1.51 -0.25
C -0.950368 -1.584867 -2.559859 0.08 0.14 0.50
C -1.767673 -2.527712 -3.158591 -0.53 -0.53 0.24
H -3.965819 -5.696636 -4.084079 0.18 0.20 0.00
H -3.497896 -4.196050 -4.936246 0.12 -0.13 0.24
H -2.243873 -5.189918 -4.094152 -0.30 0.17 0.08
H -3.867039 -3.109398 -0.519005 0.14 0.13 -0.15
H -2.425857 -1.342512 0.497664 0.04 -0.14 -0.20
H -0.542275 0.283725 0.288987 -0.39 0.49 -0.23
H 1.456857 1.687783 0.025030 0.09 -0.18 -0.30
H 2.950069 0.915623 -0.527462 -0.35 0.26 -0.36
H 3.819834 2.828261 -1.511443 -0.10 -0.23 -0.08
H 3.866126 1.455015 -2.659703 -0.20 0.12 0.29
H 3.924009 4.273921 -3.298455 -0.07 -0.17 -0.17
H 3.891185 2.900743 -4.437014 -0.09 0.19 0.16
H 0.268613 2.797199 -4.713065 0.24 -0.03 0.01
H 1.793741 2.065261 -5.253653 -0.13 0.14 0.15
H 1.683221 0.556271 -3.525371 -0.23 0.21 0.27
H 0.154183 1.298032 -2.960572 0.41 -0.06 0.02
H 1.861654 5.256972 -2.546073 -0.20 -0.12 -0.10
H 0.302605 4.639742 -3.162236 0.25 0.06 0.08
H 0.179616 3.162939 -1.409196 0.33 -0.13 0.20
H 1.744318 3.779508 -0.779279 -0.22 -0.23 -0.05
H 3.953938 -0.784886 -1.304561 -0.04 -0.08 -0.17
H 3.625336 -2.271163 -2.232200 0.02 0.19 0.11
H 3.224120 -0.698414 -2.929293 -0.06 -0.01 0.24
H -0.137971 -1.163930 -3.158509 -0.21 -0.09 0.28
H -1.568572 -2.844165 -4.186082 -0.15 0.15 0.37
O -1.012022 -2.234274 9.829335 -1.25 -0.30 -2.08
N -1.707858 -2.486553 8.817220 -0.24 -1.98 2.51
O -2.488651 -3.467007 8.767639 1.46 1.93 -0.07
C -1.611957 -1.627883 7.675214 0.01 1.33 -1.70
C -2.406183 -1.882105 6.536589 0.25 0.07 0.52
C -2.339979 -1.026326 5.435131 0.49 0.05 0.22
C -1.451033 0.060142 5.439565 -0.22 -0.54 -0.16
S -1.460326 1.288548 4.051346 0.85 0.28 -0.93
C -0.695306 0.878646 2.474339 -1.43 -2.21 1.56
Cl -0.233539 2.299090 1.669007 0.66 1.46 -0.47
O -2.857859 1.522057 3.746050 0.01 -0.07 0.69
O -0.681947 2.339395 4.682375 -0.28 0.64 0.04
C -0.696099 0.337939 6.595609 -0.03 -0.30 -0.24
C -0.765045 -0.501764 7.706802 -0.48 -0.55 0.00
H -3.077300 -2.738536 6.547775 0.17 0.24 -0.02
H -2.981465 -1.202286 4.574965 0.15 0.07 0.14
H -0.033726 0.028651 2.382023 0.35 0.21 0.54
H -0.053317 1.211183 6.652391 -0.18 -0.12 -0.29
H -0.190006 -0.296833 8.609458 -0.16 -0.05 -0.31
```
Forces are in eV/Å.